A molecular structure, C20H30ClGaI2O6P in a non-equilibrium geometry. Source: the OMol25 dataset; level of theory: ωB97M-V/def2-TZVPD.

The total energy comes out at -123898.7738 eV. Its spin multiplicity is 1. Its charge is -1. The maximum force comes out at 1.655 eV/Å. For the gap between HOMO and LUMO, the calculation gives 0.19405 Eh.

CARTESIAN COORDINATES (ANGSTROEM)
C (-3.8107, -1.8361, -3.3175)
C (-2.4723, -1.9820, -3.3047)
C (-1.6857, -2.4763, -4.4643)
O (-2.1314, -3.3318, -5.1784)
O (-0.4490, -1.9492, -4.6819)
C (0.5670, -2.2903, -3.7115)
C (1.5683, -1.1467, -3.5629)
C (1.5645, -0.5555, -2.1415)
C (0.4988, 0.5319, -1.9840)
C (0.6559, 1.4363, -0.7435)
C (1.4813, 0.8410, 0.4037)
Ga (0.6808, -0.7890, 1.2854)
C (-0.9370, -1.5961, 0.3488)
O (-1.8732, -0.5601, 0.0074)
C (-3.2333, -0.9018, 0.1059)
C (2.0588, -2.2474, 1.7401)
I (2.0421, -3.8749, 0.3242)
C (3.4807, -1.7348, 1.9975)
C (4.2720, -2.6670, 2.9490)
I (4.6825, -1.5275, 0.2037)
P (-0.1269, -0.0124, 3.4311)
O (-1.7684, 0.2032, 3.2001)
Cl (-0.0777, -1.7566, 4.6349)
H (-4.3416, -1.2313, -4.0461)
H (-4.4096, -2.2846, -2.5302)
H (-1.9546, -1.7399, -2.3751)
H (1.0510, -3.2190, -4.0212)
H (0.0885, -2.4978, -2.7503)
H (2.5680, -1.5448, -3.7500)
H (1.3461, -0.3766, -4.3028)
H (1.3138, -1.3792, -1.4693)
H (2.5626, -0.1878, -1.9096)
H (-0.4944, 0.0731, -1.9940)
H (0.5459, 1.1579, -2.8823)
H (1.1545, 2.3508, -1.0816)
H (-0.3320, 1.7325, -0.4074)
H (1.5510, 1.6005, 1.1962)
H (2.5147, 0.6621, 0.1017)
H (-1.4008, -2.2731, 1.0840)
H (-0.7002, -2.2280, -0.5192)
H (-3.3772, -1.9689, 0.3048)
H (-3.7145, -0.3153, 0.8969)
H (-3.7387, -0.6743, -0.8392)
H (1.7380, -2.7176, 2.6700)
H (3.4446, -0.7262, 2.4050)
H (3.6239, -3.4756, 3.2901)
H (4.5881, -2.1223, 3.8403)
H (5.1351, -3.1273, 2.4775)
H (-2.1994, -0.6474, 3.0471)
C (-1.0873, 3.7225, 3.1283)
C (-0.8939, 3.3853, 1.8553)
C (-0.7532, 4.4178, 0.7935)
O (-0.5779, 4.1099, -0.3653)
C (-0.8371, 5.8431, 1.2100)
C (-1.0316, 6.1779, 2.4816)
C (-1.1710, 5.1430, 3.5414)
O (-1.3470, 5.4653, 4.6987)
H (-1.1900, 2.9803, 3.9108)
H (-0.8317, 2.3521, 1.5370)
H (-0.7316, 6.5779, 0.4213)
H (-1.0976, 7.2077, 2.8105)


A molecular structure, C32H58ClN10O2 in a non-equilibrium geometry. Source: the OMol25 dataset; level of theory: ωB97M-V/def2-TZVPD.

The total energy comes out at -65549.5998 eV. Its spin multiplicity is 1. Its charge is +3. The maximum force comes out at 19.539 eV/Å. For the gap between HOMO and LUMO, the calculation gives 0.18707 Eh.

CARTESIAN COORDINATES (ANGSTROEM)
C (-2.9972, -12.5348, -7.9964)
C (-4.0847, -11.5403, -8.1036)
N (-4.4843, -11.0567, -6.7273)
C (-5.7598, -10.8539, -6.2238)
C (-5.7690, -10.5266, -4.9047)
N (-4.4940, -10.5842, -4.4640)
C (-3.7051, -10.9926, -5.5590)
C (-3.9105, -10.5243, -3.0870)
H (-3.1543, -13.4620, -7.4453)
H (-2.1152, -12.0462, -7.5824)
H (-2.6725, -12.8307, -8.9940)
H (-4.9572, -12.0723, -8.4827)
H (-3.8327, -10.7475, -8.8078)
H (-6.4574, -10.8371, -7.0481)
H (-6.4949, -10.2424, -4.1572)
H (-2.7197, -11.4253, -5.4684)
H (-3.5469, -9.5089, -2.9293)
H (-3.1251, -11.2701, -2.9648)
H (-4.7527, -10.6249, -2.4024)
C (-10.4893, -14.1653, -2.5180)
C (-9.5482, -13.4951, -1.5416)
N (-8.9672, -12.3115, -2.0510)
C (-7.6666, -11.9505, -2.2122)
C (-7.5770, -10.6823, -2.7567)
N (-8.8953, -10.2592, -2.9595)
C (-9.7616, -11.2718, -2.5466)
C (-9.3318, -8.9776, -3.4166)
H (-10.7241, -15.1928, -2.2404)
H (-10.1278, -14.1577, -3.5463)
H (-11.3766, -13.5341, -2.4687)
H (-8.6341, -14.0748, -1.4132)
H (-9.8914, -13.2861, -0.5284)
H (-6.8885, -12.6118, -1.8606)
H (-6.7730, -9.9800, -2.9200)
H (-10.8366, -11.2452, -2.4460)
H (-9.8051, -8.4252, -2.6049)
H (-9.9664, -8.9990, -4.3025)
H (-8.5601, -8.2730, -3.7265)
C (-8.3038, -4.3300, -0.2779)
C (-7.7751, -5.6807, 0.1695)
N (-6.6733, -6.0894, -0.7438)
C (-6.8589, -6.9192, -1.8596)
C (-5.5520, -7.3096, -2.2624)
N (-4.6090, -6.8349, -1.3422)
C (-5.3021, -5.9542, -0.4626)
C (-3.2112, -6.9207, -1.3883)
H (-8.7543, -3.7731, 0.5436)
H (-9.0799, -4.3402, -1.0432)
H (-7.5188, -3.6092, -0.5068)
H (-8.5855, -6.4094, 0.1496)
H (-7.4050, -5.7038, 1.1945)
H (-7.8435, -7.1797, -2.2188)
H (-5.2373, -7.8459, -3.1454)
H (-4.9614, -5.3834, 0.3886)
H (-2.8113, -7.5194, -0.5700)
H (-2.8058, -5.9657, -1.0540)
H (-2.9231, -7.1452, -2.4153)
C (-7.5036, -4.4120, -2.7151)
C (-8.9154, -4.8674, -3.0674)
N (-8.8499, -5.9112, -4.1308)
C (-9.3286, -5.7839, -5.4482)
C (-9.2303, -7.0365, -6.0635)
N (-8.4487, -7.8170, -5.1888)
C (-8.1781, -7.1127, -4.0924)
C (-7.9764, -9.1069, -5.4972)
H (-7.1747, -3.6676, -3.4403)
H (-6.8681, -5.2972, -2.6909)
H (-7.4778, -3.7965, -1.8159)
H (-9.5133, -4.0362, -3.4411)
H (-9.3687, -5.3165, -2.1837)
H (-9.8782, -4.9003, -5.7374)
H (-9.6944, -7.3045, -7.0012)
H (-7.5767, -7.4947, -3.2807)
H (-7.3189, -9.3820, -4.6725)
H (-7.3052, -9.0838, -6.3558)
H (-8.6882, -9.8660, -5.8216)
C (-1.7749, -8.4793, -8.0427)
C (-2.9096, -9.3536, -7.5063)
N (-3.5012, -8.7403, -6.3716)
C (-4.8128, -8.3301, -6.2436)
C (-5.0681, -7.9490, -4.9424)
N (-3.8313, -7.8539, -4.3347)
C (-2.8997, -8.4613, -5.1525)
C (-3.6488, -7.4955, -2.9797)
H (-1.4509, -8.8359, -9.0205)
H (-0.9455, -8.6270, -7.3510)
H (-2.1160, -7.4440, -8.0480)
H (-2.5495, -10.3431, -7.2249)
H (-3.6894, -9.4367, -8.2634)
H (-5.4214, -8.5895, -7.0972)
H (-5.9916, -7.7718, -4.4112)
H (-1.8645, -8.5983, -4.8768)
H (-3.2384, -6.4873, -2.9249)
H (-3.1035, -8.3036, -2.4921)
H (-4.6238, -7.3763, -2.5072)
C (-4.2366, -9.3797, -1.6384)
C (-4.0281, -10.1089, -0.3356)
O (-3.7609, -9.4924, 0.7141)
O (-4.1401, -11.3298, -0.3695)
H (-3.9394, -8.3335, -1.5660)
H (-5.2993, -9.2751, -1.8570)
H (-3.6766, -9.8647, -2.4380)
Cl (-6.1044, -9.1702, -3.3420)